(1)
2 unconnected molecules or ions with the total composition C16H32NO7S at a distorted geometry, computed with wB97M-V/def2-TZVPD.

Summary:
- LUMO level: 2.0198 eV
- Largest force on an atom: 7.565 eV Å⁻¹

The geometry in ORCA input format:
```
! wB97M-V def2-TZVPD RIJCOSX def2/J DEFGRID3
* xyz -1 1
C 3.071 2.688 -0.783
C 1.882 1.694 -0.157
C 1.827 0.272 -0.969
O 0.685 -0.595 -0.642
C 0.436 -0.684 0.802
C -0.244 -2.104 1.302
C -1.244 -2.753 0.178
C -2.802 -2.258 0.249
C -3.057 -0.673 -0.076
C -4.369 -0.230 0.862
C -5.256 0.985 0.208
O -5.391 2.057 1.210
C -4.058 2.688 1.390
N -1.049 -1.684 2.551
C -0.105 -1.010 3.568
C -1.515 -2.940 3.316
C -2.841 -2.676 4.302
O -0.959 -4.148 3.187
H 2.853 3.013 -1.892
H 3.196 3.666 -0.122
H 4.138 2.160 -0.762
H 2.266 1.437 0.943
H 0.872 2.283 -0.109
H 1.728 0.535 -2.128
H 2.835 -0.351 -0.872
H 1.509 -0.643 1.324
H -0.202 0.274 1.095
H -1.262 -3.927 0.396
H -0.892 -2.647 -0.932
H -3.360 -2.543 1.263
H -3.388 -2.869 -0.592
H -3.334 -0.447 -1.213
H -2.193 0.051 0.237
H -3.992 -0.043 1.953
H -5.046 -1.212 0.895
H -4.689 1.364 -0.764
H -6.298 0.495 -0.106
H -3.263 2.330 0.596
H -3.701 2.354 2.479
H -4.229 3.850 1.377
H 0.941 -1.564 3.413
H -0.447 -1.279 4.661
H -0.038 0.150 3.424
H -2.678 -3.054 5.397
H -3.015 -1.500 4.387
H -3.841 -3.097 3.824
C 6.103 0.461 -5.114
C 5.860 0.442 -3.608
O 5.455 1.769 -3.279
S 4.639 2.402 -4.541
O 3.224 2.244 -4.289
O 5.241 3.670 -4.885
O 5.083 1.298 -5.655
H 7.074 0.909 -5.351
H 6.049 -0.539 -5.553
H 6.753 0.161 -3.045
H 5.039 -0.235 -3.349
*
```


(2)
A molecular structure, C16H32O32S8 at a distorted geometry, computed with wB97M-V/def2-TZVPD.

Summary:
- LUMO level: -0.0734 eV
- Relative energy (zero: lowest compared OMol25 entry of this formula, charge and spin): 45.7 kcal per mole
- Largest force on an atom: 2.607 eV Å⁻¹

The geometry in ORCA input format:
```
! wB97M-V def2-TZVPD RIJCOSX def2/J DEFGRID3
* xyz 0 1
C -1.245 3.647 -4.009
C 0.004 4.222 -4.736
O 0.363 3.245 -5.746
S 0.063 1.818 -5.069
O 0.961 1.614 -3.973
O -0.095 0.749 -5.989
O -1.367 2.287 -4.469
H -2.134 4.212 -4.283
H -1.169 3.545 -2.929
H 0.833 4.192 -4.032
H -0.235 5.121 -5.288
C 1.190 -4.085 -2.149
C 1.830 -4.574 -3.461
O 2.171 -5.950 -3.137
S 2.582 -6.140 -1.597
O 3.973 -5.866 -1.445
O 2.090 -7.360 -1.046
O 1.636 -4.906 -1.096
H 0.121 -4.262 -2.267
H 1.417 -3.036 -1.983
H 2.825 -4.150 -3.623
H 1.279 -4.550 -4.393
C 4.375 0.740 -1.467
C 2.876 1.008 -1.699
O 2.724 2.422 -1.709
S 4.077 3.131 -2.263
O 4.302 4.247 -1.406
O 3.987 3.349 -3.674
O 5.055 1.887 -1.977
H 4.722 -0.056 -2.123
H 4.582 0.519 -0.425
H 2.298 0.541 -0.906
H 2.624 0.501 -2.627
C -2.080 -0.533 1.076
C -0.717 -1.113 1.534
O 0.110 -1.223 0.372
S -0.773 -0.984 -0.976
O -1.525 -2.170 -1.244
O 0.044 -0.426 -1.997
O -1.754 0.049 -0.206
H -2.250 0.348 1.684
H -2.839 -1.299 0.954
H -0.851 -2.076 2.020
H -0.234 -0.402 2.196
C -4.598 1.382 5.161
C -3.696 0.940 6.330
O -2.517 1.677 6.264
S -2.121 1.964 4.711
O -1.488 0.861 4.070
O -1.596 3.280 4.621
O -3.660 2.099 4.273
H -5.308 2.176 5.358
H -4.895 0.534 4.552
H -3.570 -0.148 6.321
H -4.190 1.099 7.290
C -7.186 -1.202 -2.859
C -7.227 -0.431 -1.566
O -7.242 -1.492 -0.600
S -6.018 -2.442 -1.016
O -6.081 -3.774 -0.524
O -4.799 -1.729 -0.762
O -6.454 -2.390 -2.591
H -6.709 -0.675 -3.688
H -8.199 -1.384 -3.228
H -8.043 0.281 -1.478
H -6.328 0.165 -1.390
C 1.487 2.205 1.519
C 1.433 3.578 2.222
O 1.466 3.301 3.634
S 2.154 1.886 3.918
O 1.632 1.365 5.134
O 3.572 1.895 3.730
O 1.433 1.276 2.568
H 2.345 2.097 0.862
H 0.557 2.152 0.950
H 0.588 4.236 2.052
H 2.346 4.147 2.026
C 4.158 -1.347 3.270
C 5.075 -0.718 2.216
O 4.937 -1.513 1.042
S 3.680 -2.527 1.112
O 4.031 -3.902 1.212
O 2.820 -2.116 0.046
O 3.144 -2.024 2.522
H 3.755 -0.575 3.916
H 4.663 -2.104 3.871
H 6.103 -0.612 2.554
H 4.704 0.276 1.956
*
```


(3)
5 unconnected molecules or ions with the total composition C16H32O6 at a distorted geometry, computed with wB97M-V/def2-TZVPD.

Summary:
- LUMO level: 0.6680 eV
- Relative energy (zero: lowest compared OMol25 entry of this formula, charge and spin): 127.6 kcal per mole
- SMILES: CCOC(C)=O.CC(C)=O.CC(C)=O.CC(C)=O.CC(C)=O
- Largest force on an atom: 8.923 eV Å⁻¹

The geometry in ORCA input format:
```
! wB97M-V def2-TZVPD RIJCOSX def2/J DEFGRID3
* xyz 0 1
C 1.072 -6.564 -1.023
C 1.548 -5.200 -0.604
O 0.496 -4.253 -0.319
C 0.635 -3.265 0.366
C -0.611 -2.338 0.247
O 1.631 -2.822 0.898
H 0.591 -7.219 -0.160
H 1.948 -6.958 -1.533
H 0.345 -6.589 -1.862
H 2.286 -5.323 0.197
H 2.082 -4.784 -1.474
H -0.736 -1.603 0.907
H -1.386 -2.828 0.671
H -0.898 -1.965 -0.907
C 3.261 -0.361 -1.170
C 2.639 0.883 -1.503
C 1.312 0.850 -2.258
O 3.073 2.069 -1.098
H 3.948 -0.209 -0.426
H 3.527 -0.951 -2.112
H 2.481 -1.014 -0.664
H 0.712 1.832 -2.190
H 0.627 0.180 -1.824
H 1.563 0.483 -3.266
C -0.572 3.519 -0.030
C -0.317 2.281 0.898
C 0.918 2.372 1.791
O -0.944 1.242 0.576
H 0.128 3.675 -0.776
H -0.351 4.361 0.744
H -1.506 3.734 -0.335
H 1.647 2.446 1.046
H 1.016 1.554 2.329
H 0.785 3.360 2.230
C -2.534 1.834 -2.622
C -3.311 0.554 -2.320
C -4.736 0.490 -2.777
O -2.703 -0.428 -1.784
H -3.055 2.689 -2.301
H -2.402 1.884 -3.638
H -1.356 1.666 -2.179
H -4.865 -0.554 -2.553
H -5.001 0.762 -3.865
H -5.076 1.345 -2.332
C -0.516 0.863 3.545
C -0.219 2.314 3.759
C 1.183 2.675 4.270
O -1.082 3.301 3.556
H -0.114 0.341 4.250
H -0.391 0.718 2.558
H -1.530 0.595 3.702
H 1.963 2.747 3.524
H 1.694 2.115 4.913
H 1.123 3.469 4.912
*
```


> What is the formula in the second record?

C16H32O32S8


> What is the LUMO level in the second record?

-0.0734 eV